(1)
C20H32F6N2O15S2 | wB97M-V/def2-TZVPD

```
77
Properties=species:S:1:pos:R:3:mulliken_charge:R:1
O 0.09731 0.61036 0.28637 0.999
H -0.16140 -0.33111 0.47299 0.009
H -0.59139 1.10870 -0.27688 0.481
H 1.05811 0.64258 -0.01012 0.455
C -2.36032 1.15647 -3.67067 0.625
F -2.24056 1.29078 -4.98291 -0.216
F -3.61529 0.93773 -3.36265 -0.191
F -1.71677 0.04295 -3.30557 -0.204
S -1.43532 2.55617 -2.73840 0.831
O -0.00983 2.32772 -2.94978 -0.609
O -1.91499 3.85058 -3.12321 -0.608
N -1.61948 2.02651 -1.11688 -0.779
S -2.97294 2.65142 -0.68353 0.905
O -2.66986 3.87019 0.03173 -0.684
O -4.03481 2.78209 -1.62969 -0.605
C -3.58022 1.32712 0.56969 0.688
F -2.57700 1.07152 1.40965 -0.179
F -4.62833 1.78549 1.23785 -0.248
F -4.06493 0.22520 -0.02574 -0.237
C 3.19200 1.20537 -1.27042 -0.907
O 2.38249 0.17324 -0.74768 -0.190
C 2.83875 -1.12968 -0.89524 -0.934
C 1.98018 -2.10076 -0.06589 -1.008
N 0.52233 -1.93790 -0.30939 0.352
C 0.07478 -1.87874 -1.68254 -0.329
C 0.19593 -3.25953 -2.40323 -1.373
O -0.36690 -4.25976 -1.55259 -0.154
C -0.28393 -5.50191 -2.23229 -0.838
H 3.46326 0.94182 -2.30336 0.415
H 4.17559 1.44415 -0.86092 0.314
H 2.61689 2.10967 -1.44808 0.103
H 3.83769 -1.25432 -0.44854 0.486
H 3.05317 -1.44528 -1.92282 0.410
H 2.04859 -1.92806 1.00807 0.408
H 2.38290 -3.09408 -0.29158 0.433
H 0.28154 -2.91518 -0.12594 0.277
H 0.48397 -1.01047 -2.20866 0.617
H -1.00093 -1.66890 -1.72676 -0.127
H 1.26558 -3.42724 -2.55284 0.442
H -0.36750 -3.11990 -3.32646 0.550
H -0.97400 -6.14085 -1.67766 0.154
H 0.74668 -5.86331 -2.25084 0.303
H -0.69637 -5.43087 -3.24298 0.374
C -2.22739 -2.76220 0.68927 0.050
C -2.67970 -4.07853 0.45848 -0.722
C -2.57472 -4.90836 1.57532 0.460
C -2.09933 -4.49835 2.80311 -0.752
C -1.59746 -3.21111 2.99673 -0.686
C -1.62377 -2.39228 1.87547 0.291
O -1.17082 -1.10143 1.92826 -0.177
O -3.08804 -6.20668 1.53669 -0.580
H -2.40601 -1.98415 -0.04144 0.209
H -3.08398 -4.47584 -0.45955 0.466
H -1.97706 -5.16576 3.64507 0.380
H -1.21388 -3.01529 3.98703 0.443
H -0.85025 -0.78658 2.77652 0.121
H -3.01456 -6.52449 0.63157 0.287
C 0.35242 5.77254 0.00368 -0.521
C 0.58987 4.29485 -0.25626 0.678
O 1.91225 4.18466 0.29904 -0.262
C 2.17671 5.21420 1.15626 0.569
O 3.18567 5.26105 1.78971 -0.588
O 1.22546 6.14451 1.07046 -0.352
H -0.64899 6.09913 0.27737 0.275
H 0.66566 6.39892 -0.83675 0.285
H 0.55758 4.15298 -1.33174 -0.084
H -0.15377 3.72333 0.29615 -0.012
C 3.19372 2.72320 2.56858 0.099
C 2.68644 2.66713 4.00150 -0.428
O 2.21498 1.33496 4.17709 -0.405
C 2.07137 0.81091 2.91435 0.333
O 1.62226 -0.23526 2.58540 -0.418
O 2.30715 1.78705 1.96588 0.032
H 4.24454 2.45042 2.42878 0.249
H 3.15557 3.70598 2.09724 -0.078
H 1.88969 3.39694 4.13401 0.289
H 3.54369 2.78356 4.66308 0.338
```

=====

(2)
C20H32N2O3 | wB97M-V/def2-TZVPD

```
57
Properties=species:S:1:pos:R:3:mulliken_charge:R:1
C 0.67838 -2.95942 6.35164 -0.907
H -0.11388 -3.07494 5.49191 0.159
C 1.57159 -1.94025 5.84163 -0.290
C 1.01904 -0.59933 5.87311 -0.643
H 1.90039 0.05787 5.68877 0.246
H 0.57751 -0.34611 6.94922 0.383
O 0.07820 -0.39161 5.11329 -0.197
C 0.20356 -0.70842 3.63518 0.432
C 1.47525 -0.49855 3.14821 -0.778
C 1.78897 -0.45433 1.72362 -1.717
C 0.51001 -0.69934 0.94089 1.213
C -0.66678 -1.01787 1.46319 -0.751
C -0.65368 -0.94322 2.69634 0.732
O -2.23328 -0.99874 3.04904 -0.478
C -2.61431 -1.08943 4.35573 -0.712
H -2.37801 0.10986 4.93172 0.097
H -3.54171 -1.04278 4.27145 0.518
H -2.15627 -1.68459 5.06873 0.245
H -1.52233 -1.15485 0.63884 0.288
C 0.99811 -0.66388 -0.51636 0.109
O 2.18986 -1.01426 -0.94804 -0.715
N -0.09761 -0.55919 -1.26703 0.207
H -1.02336 -0.31594 -1.07023 0.521
C 0.12549 -0.39462 -2.73876 -1.850
H -0.51636 -1.60032 -3.41621 0.221
H 1.21204 -0.62198 -3.12553 0.395
C -0.20136 0.81000 -3.34629 1.506
N -1.92083 0.88300 -2.82189 0.201
C -2.69049 0.12885 -3.32945 -1.012
H -3.55086 0.01607 -2.78593 0.347
H -3.20254 0.40471 -4.41374 0.242
H -2.30048 -1.07839 -3.61000 0.173
C -2.36000 2.25195 -2.62739 -1.290
H -1.62717 2.75068 -1.84974 0.278
H -3.26808 2.09982 -2.19250 0.535
H -2.57766 2.86081 -3.55958 0.249
C -0.35483 0.74124 -4.94059 -0.896
C 1.07015 1.16103 -5.34984 -0.345
C 1.86254 2.04703 -4.79512 -0.656
C 1.79158 1.99637 -3.15757 -1.112
C 0.56694 2.11815 -2.79476 -1.456
H 0.44076 2.06493 -1.47005 0.280
H 0.09366 2.90731 -2.92918 0.861
H 2.58217 1.03941 -2.92989 0.205
H 2.39094 2.68732 -2.78986 0.688
H 2.98801 2.02468 -5.35841 0.262
H 1.58195 3.05456 -5.18328 0.306
H 1.70828 0.01646 -5.32986 0.187
H 0.94355 0.92640 -6.55984 0.209
H -0.90696 1.83640 -5.03533 0.217
H -0.93754 0.02202 -5.34159 0.632
H 2.69452 -0.35368 1.33975 0.696
H 2.26166 -0.23289 3.57712 0.739
H 2.55263 -1.79500 6.69874 0.245
H 2.17967 -2.05271 4.94739 0.436
H 0.14355 -2.63663 7.36793 0.257
H 1.23541 -4.09366 6.42040 0.285
```

=====

(3)
C20H32N3O4 | wB97M-V/def2-TZVPD

```
59
Properties=species:S:1:pos:R:3:mulliken_charge:R:1
C 1.12438 -2.93188 0.32595 -0.896
C -0.32514 -2.88208 -0.44256 0.370
C -1.53099 -2.71421 0.65910 -0.955
C -0.37653 -1.79802 -1.68017 -0.633
C -0.89390 -0.30004 -1.25892 0.185
C -1.16778 0.55176 -2.66934 -1.122
C 0.22587 0.56041 -0.36287 -0.051
O 1.55247 0.21888 -0.89923 -0.176
N 2.55279 0.71770 -0.15176 0.552
C 3.52953 -0.13191 0.38331 -0.158
C 4.69113 0.72530 1.22796 -0.667
C 4.57310 2.09014 0.26856 -0.057
O 5.22336 1.82730 -1.05744 -0.522
C 2.90098 2.12286 0.28843 0.428
C 2.13679 3.41340 -0.37360 -0.774
C 1.01968 4.09615 0.61394 0.099
O 0.85911 5.43682 0.51745 -0.537
C 0.10675 3.32891 1.73938 0.419
C 0.66415 2.87154 3.24848 -0.173
C -0.26385 2.10846 4.37754 -0.435
C -1.85628 1.75619 4.08656 -0.375
C -2.45612 2.20076 2.60569 -0.439
C -1.50554 2.97399 1.47302 -0.172
H 1.25931 -4.01063 0.77167 0.398
H 1.09176 -2.15851 1.20644 0.180
H 1.97128 -2.61303 -0.41854 0.073
H -0.48262 -3.95238 -0.94228 0.361
H -2.56886 -3.09714 0.25156 0.139
H -1.64841 -1.62271 1.09053 0.188
H -1.23071 -3.40334 1.58529 0.346
H -1.17929 -2.22755 -2.45236 0.275
H 0.65120 -1.82750 -2.24681 0.082
H -1.89328 -0.27564 -0.64681 0.374
H -1.51450 -0.24378 -3.45846 0.382
H -2.05727 1.29226 -2.48288 0.307
H -0.22487 1.17472 -3.00693 0.185
H 0.10870 0.38364 0.79169 0.186
H -0.06448 1.70289 -0.54964 0.011
H 3.63592 -1.29508 0.30740 0.335
H 5.74580 0.23692 1.36415 0.360
H 4.39631 1.09996 2.31344 0.282
H 5.13778 3.05524 0.61915 0.412
H 4.55540 1.45833 -1.70673 0.365
H 2.71855 2.30092 1.44929 -0.389
H 2.95455 4.22306 -0.62679 0.323
H 1.62722 3.12852 -1.40789 0.329
H 1.79171 3.11600 3.46589 0.324
H 0.21850 1.80144 5.40281 0.320
H -2.52637 1.22173 4.91590 0.311
H -3.59488 1.92003 2.41462 0.310
H -2.03376 3.23940 0.43849 0.343
C -4.19543 -3.76285 -2.66390 0.669
O -2.99582 -3.53631 -2.64903 -0.620
N -4.69982 -5.00913 -2.71006 -0.436
N -5.12040 -2.78650 -2.63544 -0.384
H -5.68432 -5.21554 -2.72305 0.160
H -4.03747 -5.77341 -2.73275 0.223
H -4.78292 -1.83334 -2.60039 0.197
H -6.11246 -2.95313 -2.64705 0.167
```

Values from the calculation:
Total charge: +1

=====

(4)
C20H32N4O2 | wB97M-V/def2-TZVPD

```
58
Properties=species:S:1:pos:R:3:mulliken_charge:R:1
C -5.92920 -0.10437 1.62558 -1.281
C -4.61277 0.15327 0.65800 0.051
H -4.15378 -0.68905 0.32725 -0.140
H -5.00784 0.66450 -0.26753 0.288
C -3.70015 0.82294 1.24559 -0.802
N -2.64363 1.20170 0.61249 0.883
C -1.43828 1.48986 1.13709 -1.133
C -0.62502 1.93410 -0.27655 0.906
C -1.56131 1.75378 -1.31797 0.433
N -2.65583 1.31484 -0.77261 -0.787
C -1.33723 2.10365 -2.66380 -1.512
H -0.84447 1.14817 -3.19780 0.208
H -2.21449 1.80412 -3.30100 0.392
H -0.67171 2.89008 -2.83396 0.447
C 0.82824 2.29721 -0.33527 -1.663
N 1.72205 1.17404 -0.07783 0.569
C 1.70173 0.18714 -1.32096 -0.408
C 2.75102 -0.74613 -1.26942 -1.421
N 2.91864 -1.38925 -0.21220 0.218
C 2.77594 -0.63528 1.17575 -0.617
C 1.67771 0.40874 0.92356 0.065
H 0.62371 0.01600 1.25961 -0.217
H 1.83561 1.19508 1.92759 0.511
C 4.18773 -0.13978 1.52034 -1.259
H 4.90774 -0.54569 0.41291 0.163
H 4.60737 -0.47476 2.34768 0.527
C 4.56822 1.12703 1.24974 -0.756
O 4.50101 2.01192 -0.06693 -0.659
H 3.44612 1.72404 -0.19211 0.412
H 5.63148 1.42004 1.63370 0.334
H 3.93077 1.98162 1.90279 0.214
H 2.49512 -1.37627 1.75376 1.235
C 2.00311 -2.63836 -0.11462 -1.107
C 0.47030 -2.60740 -0.01496 0.782
C -0.34844 -2.51985 1.10952 -1.231
C -1.58758 -2.00926 0.67029 0.146
C -1.51118 -2.10149 -0.89528 0.711
O -0.25407 -2.25411 -0.83955 -0.141
C -2.57176 -1.79362 -1.75937 -1.454
H -2.94035 -0.65213 -1.68607 0.139
H -2.06343 -2.17592 -2.58787 0.590
H -3.59175 -2.35076 -1.35771 0.232
H -2.61551 -2.18121 1.25618 0.217
H -0.06421 -2.73426 2.15178 0.418
H 2.05644 -3.15324 -1.14158 0.334
H 2.46752 -3.36891 0.68441 0.360
H 3.83006 -0.27806 -1.37169 0.358
H 2.82847 -1.49856 -2.17695 0.457
H 0.71354 -0.05415 -1.50859 0.229
H 1.63725 1.03789 -2.21660 0.367
H 1.05187 2.94169 -1.16402 0.583
H 1.09763 2.98610 0.60579 0.338
H -0.89600 1.69066 1.91016 0.953
H -3.30044 0.38955 2.38650 0.232
H -4.06582 1.87664 1.83870 0.257
H -5.65065 -0.54822 2.65065 0.300
H -6.47602 0.76750 1.76934 0.408
H -6.79143 -0.69530 1.05639 0.321
```

=====

Table of energy relative to the best compared isomer or geometry (same formula, charge and spin) (kJ/mol), in record order: 0.0 2185.0 1704.3 2264.5